Molecular formula: C44H94FNO15P2
Method: DFT, wB97M-V/def2-TZVPD

Properties
orbital gap = 8.53 eV
SMILES = CCCCCCCCCCCCCCCC[C@@]1(CCP(=O)(OCC)OCC)OC(=O)[C@@H](P(N)O)[C@@H]1F.COCCOCCOC.COCCOCCOC.COCCOCCOC
highest occupied orbital energy = -8.5 eV
calculated total energy = -100632.9372 eV

```
157
Properties=species:S:1:pos:R:3:mulliken_charge:R:1
C 3.6776 0.2327 0.6679 -0.814
C 3.6727 1.4757 -0.4265 -0.101
C 2.9062 2.8301 0.1121 -0.687
C 2.2109 3.6154 -1.1480 1.139
C 3.1507 4.7509 -1.8656 -0.312
C 2.6945 4.8349 -3.4398 -0.697
C 1.4950 5.9068 -3.7584 -0.674
C 0.0282 5.5138 -3.1398 0.156
C -0.5812 6.7606 -2.2068 -0.732
C 0.3731 7.1248 -0.9164 0.308
C -0.4463 7.6952 0.3944 -0.909
C -1.3140 6.5264 1.1945 0.173
C -0.3897 5.4819 2.0552 -0.339
C -1.2212 4.1344 2.5841 -0.595
C -1.5097 3.2504 1.1961 0.869
C -2.1367 1.7599 1.4955 -0.778
C -2.8271 1.0786 0.1329 0.811
C -4.4374 1.5254 0.0636 -0.976
C -4.7101 2.8005 -0.9398 -0.045
P -6.5486 3.4270 -0.8504 1.064
O -7.4184 2.1132 -0.5121 -0.780
O -6.9307 4.0271 -2.4396 -0.367
C -8.3618 3.8937 -2.7553 0.054
C -8.8716 5.3537 -3.3891 -0.951
O -6.8381 4.5439 0.4532 -0.412
C -6.4607 5.9232 0.1089 0.115
C -7.3472 7.0838 0.8836 -1.075
O -2.0417 1.7933 -0.9278 -0.068
C -1.0540 0.7847 -1.4048 -0.212
O 0.2707 0.8590 -1.5557 -0.437
C -2.0801 -0.5147 -1.6423 0.355
P -1.1011 -2.0069 -2.3255 0.172
N -0.0523 -1.3624 -3.6633 -0.703
O -0.0229 -2.6636 -1.1125 -0.509
C -2.6211 -0.5693 -0.0607 -0.265
F -3.7686 -1.4607 0.2266 -0.373
H 3.1147 -0.7207 0.2274 0.179
H 3.2345 0.5294 1.7164 0.221
H 4.8055 -0.0925 0.7864 0.250
H 4.7811 1.7367 -0.7174 0.363
H 3.0536 1.0811 -1.3571 0.056
H 2.0096 2.4574 0.8066 0.149
H 3.5679 3.5174 0.7959 0.241
H 1.1821 4.0551 -0.7458 -0.976
H 1.9172 2.8378 -1.9909 0.007
H 3.0830 5.8065 -1.3559 0.247
H 4.2803 4.3669 -1.8410 0.347
H 2.4100 3.7973 -3.9010 0.249
H 3.6506 5.2150 -4.0451 0.312
H 1.3645 5.9160 -4.9447 0.308
H 1.8798 6.9808 -3.4737 0.284
H -0.7364 5.4226 -4.0517 0.363
H -0.0190 4.4849 -2.5826 -0.281
H -0.5488 7.7129 -2.9200 0.299
H -1.6849 6.5509 -1.8782 0.220
H 1.0742 6.2332 -0.6152 -0.415
H 1.0796 8.0195 -1.2709 0.359
H -1.2469 8.4874 0.0016 0.300
H 0.3366 8.1761 1.1405 0.301
H -2.0254 7.1223 1.9369 0.309
H -2.0090 6.0356 0.3913 -0.367
H 0.5307 5.0817 1.4330 -0.024
H 0.0172 6.0621 2.9928 0.384
H -2.2917 4.4378 2.9780 0.289
H -0.5669 3.5593 3.3665 0.290
H -2.3209 3.8888 0.6032 -0.485
H -0.4727 3.2190 0.6271 -0.289
H -2.9665 1.9051 2.3248 0.244
H -1.3213 0.9905 1.9061 0.241
H -5.1177 0.6365 -0.3515 0.299
H -4.8457 1.7173 1.1684 0.354
H -3.9702 3.6972 -0.8089 -0.089
H -4.5291 2.3865 -2.0448 0.193
H -8.5170 3.0253 -3.5345 -0.039
H -9.0100 3.7566 -1.7678 0.368
H -9.0112 6.0642 -2.4430 0.214
H -8.1002 5.8215 -4.1369 0.255
H -9.9198 5.1136 -3.8872 0.340
H -6.5009 6.1819 -1.0315 0.239
H -5.3344 6.0881 0.4587 0.027
H -8.4858 6.8278 0.9876 0.296
H -7.2762 8.0864 0.2458 0.298
H -6.9359 7.3331 1.9516 0.306
H -2.9002 0.0001 -2.3337 0.219
H -0.4116 -0.4118 -3.9685 0.335
H 0.9139 -1.1402 -3.2788 0.314
H -0.5160 -3.4953 -0.7810 0.333
H -1.6133 -0.7486 0.5094 0.395
C 3.7269 -2.3833 3.8570 -0.796
O 5.0539 -2.0475 4.2286 -0.241
C 5.2093 -1.9080 5.6417 -0.600
C 6.6221 -2.3118 6.0735 -0.346
O 6.8276 -3.7298 6.0982 -0.463
C 6.9285 -4.3743 4.8198 -0.128
C 8.2229 -4.0475 4.0765 -0.613
O 8.1472 -2.7557 3.4781 -0.200
C 9.4204 -2.1598 3.2966 -0.817
H 3.0403 -1.5737 4.1184 0.324
H 3.7035 -2.5369 2.7750 0.202
H 3.4166 -3.3153 4.3403 0.384
H 4.4770 -2.5223 6.1781 0.370
H 5.0383 -0.8538 5.8845 0.402
H 6.7626 -1.9801 7.1082 0.406
H 7.3907 -1.8123 5.4821 0.115
H 6.0461 -4.1761 4.2101 0.083
H 6.9251 -5.4482 5.0362 0.282
H 8.3797 -4.7750 3.2687 0.393
H 9.0682 -4.1026 4.7729 0.333
H 9.9499 -2.0881 4.2519 0.340
H 9.2751 -1.1484 2.9112 0.232
H 10.0118 -2.7354 2.5781 0.327
C -8.8291 0.1696 -3.7949 -0.724
O -8.1187 0.3743 -5.0054 -0.292
C -6.7239 0.0937 -4.8772 -0.372
C -6.1526 -0.4269 -6.1993 -0.464
O -6.4961 -1.7914 -6.4712 -0.473
C -7.8585 -2.0346 -6.8512 -0.281
C -8.2015 -1.5123 -8.2456 -0.580
O -8.4057 -0.1017 -8.2186 -0.229
C -8.1493 0.5138 -9.4694 -0.795
H -8.4889 0.8715 -3.0288 0.196
H -9.8913 0.3392 -3.9892 0.244
H -8.7065 -0.8611 -3.4470 0.374
H -6.5449 -0.6462 -4.0887 0.375
H -6.2277 1.0319 -4.6069 0.264
H -5.0601 -0.4130 -6.1195 0.401
H -6.4090 0.2192 -7.0401 0.179
H -8.5493 -1.6617 -6.0939 0.070
H -7.9654 -3.1248 -6.8630 0.413
H -9.1359 -1.9729 -8.5939 0.416
H -7.3958 -1.7736 -8.9422 0.354
H -7.1279 0.3000 -9.7997 0.340
H -8.2486 1.5945 -9.3478 0.231
H -8.8693 0.1699 -10.2182 0.321
C 6.9419 -11.8909 2.3290 -0.788
O 7.5845 -11.4267 3.5052 -0.275
C 8.4050 -10.2820 3.2668 -0.607
C 8.4464 -9.3786 4.5028 -0.357
O 7.2554 -8.6020 4.6818 -0.360
C 6.0951 -9.3209 5.1253 -0.353
C 6.1896 -9.7883 6.5769 -0.588
O 7.0121 -10.9482 6.6796 -0.260
C 7.6074 -11.0871 7.9585 -0.780
H 7.6803 -12.2431 1.6037 0.329
H 6.2855 -12.7209 2.6031 0.228
H 6.3257 -11.0997 1.8900 0.347
H 8.0349 -9.7073 2.4100 0.351
H 9.4136 -10.6464 3.0444 0.397
H 9.2498 -8.6484 4.3558 0.402
H 8.6952 -9.9333 5.4086 0.148
H 5.8589 -10.1412 4.4464 0.112
H 5.2674 -8.6067 5.0535 0.415
H 5.1907 -10.0605 6.9439 0.408
H 6.5866 -8.9760 7.1975 0.347
H 8.1978 -10.1990 8.2051 0.339
H 8.2802 -11.9469 7.9332 0.232
H 6.8398 -11.2551 8.7200 0.320
```